[1]
Computed, not measured: a structure of composition C23H11Cl5N3O4RuS3, with ωB97M-V/def2-TZVPD.

```
50
Properties=species:S:1:pos:R:3:forces:R:3
H 1.3757 -3.2545 4.1927 0.0 0.0 0.0
C -6.2538 -0.0061 1.7930 -0.3 0.0 0.1
N -8.6407 -0.9767 2.0634 0.0 0.0 0.0
C -5.8893 1.2288 2.3957 -0.3 0.0 0.1
S -2.9512 -1.1657 -0.0384 0.3 -0.1 -0.1
O 2.8740 1.1510 0.6309 0.1 0.0 0.1
C -0.4129 -0.6205 -2.8903 0.0 -0.1 0.0
C 1.2848 -7.2180 1.7040 0.0 0.0 0.0
C -6.8445 1.9794 3.1746 0.2 -0.2 -0.1
C -0.5764 -3.9165 1.5110 0.0 0.0 0.0
C 1.8012 0.6015 0.6115 0.0 0.1 -0.4
O 0.8389 0.9131 -0.2516 0.0 -0.2 0.3
Cl -1.1800 0.3583 -6.6741 0.0 0.0 0.1
H 1.7783 -7.2550 0.7309 0.0 0.0 0.0
C -1.2124 0.2186 -2.1227 0.2 -0.2 -0.2
Cl 0.5705 -1.7918 -2.0354 0.0 0.0 -0.1
Ru -0.8945 -0.0399 -0.0664 -0.4 0.6 0.3
H 1.9640 -1.4509 1.0782 0.0 0.0 0.0
S -2.1009 1.7305 1.3263 0.2 -0.1 -0.1
Cl -3.0612 2.2440 -5.0624 0.0 0.0 0.0
N -7.5914 2.5894 3.7991 0.0 0.0 0.0
H 2.1198 -5.5793 3.7093 0.0 0.0 0.0
H 1.9313 -0.3940 2.4975 0.0 0.0 0.1
C 1.4853 -0.5685 1.5220 -0.4 -0.1 0.0
H 1.9889 -7.5820 2.4515 0.0 0.0 0.0
Cl 0.6432 -1.6803 -5.1559 0.0 0.0 0.0
C 1.3633 -5.1126 3.0888 0.0 0.0 0.0
C -4.0091 -0.2078 0.8901 -0.3 0.1 0.1
C -5.3268 -0.6932 1.0601 0.3 0.0 -0.1
C 0.8244 -5.8202 2.0238 0.0 0.0 0.0
H 0.4422 -7.9107 1.6677 0.0 0.0 0.0
O 0.2031 -1.1303 4.0678 -0.1 0.0 0.0
H -0.5929 -5.7464 0.4110 0.0 0.0 0.0
H -1.3449 -3.4493 0.9061 0.0 0.0 0.0
C -3.6393 1.0300 1.4773 -0.2 0.0 0.1
C -0.3818 -0.6062 -4.2781 0.1 -0.1 0.0
C 0.9531 -3.8132 3.3695 0.0 0.0 -0.1
N 0.0249 -0.7430 1.5979 0.4 -0.2 0.0
C -1.1983 0.2968 -4.9501 0.0 0.0 -0.1
S -0.5127 -1.5474 2.8889 0.1 0.1 -0.1
C -7.5825 -0.5449 1.9427 0.2 0.2 0.0
O -1.9474 -1.5118 2.8750 -0.1 0.0 0.0
C -2.0413 1.0794 -2.8287 -0.1 0.1 0.0
Cl -3.1387 2.1072 -1.9652 0.1 -0.1 0.0
H -4.3535 2.6579 2.6970 0.0 0.0 0.0
C -0.0123 -3.2191 2.5760 0.0 -0.1 0.0
C -2.0349 1.1388 -4.2230 0.0 0.1 0.0
H -5.5997 -1.6364 0.6064 0.0 0.0 0.0
C -0.1555 -5.2045 1.2422 0.0 0.0 0.0
C -4.6238 1.7183 2.2352 0.3 0.0 -0.1
```
Positions in Å, forces in eV/Å.

Summary:
Multiplicity: 5
Expectation value of S²: 6.04
LUMO (spin up / spin down) in hartree: 0.075 / -0.008
Total charge: -1
Molecular weight in g mol⁻¹: 767.89
Gap between HOMO and LUMO (spin up / spin down) in eV: 7.71 / 5.77

[2]
Computed, not measured: a structure of composition C23H12BrF4GaN3P, with ωB97M-V/def2-TZVPD.

```
45
Properties=species:S:1:pos:R:3:forces:R:3
H -3.3274 -2.0604 3.0597 0.7 0.5 -0.3
P 0.7423 0.1361 -0.2694 -0.4 -1.1 -0.5
H 3.1460 -0.4065 -1.8122 0.1 -0.5 0.4
H -1.8373 1.2044 0.5953 -0.1 -0.2 0.0
C -4.8784 0.3289 -0.7719 -2.3 -0.8 4.1
F 1.1759 5.4724 2.2669 0.4 -1.0 -1.3
Ga -0.0050 0.3649 -2.5179 -0.4 -1.9 -2.1
N -2.0252 0.7703 -2.4571 0.9 0.7 0.2
C -3.1843 0.7211 -2.3579 0.9 -0.6 0.3
H 3.3889 -3.1307 2.3107 -0.2 -0.5 -1.0
C 1.2425 4.2880 1.6326 -0.9 -2.5 2.5
C -0.6887 -0.6539 0.5010 -0.9 1.3 0.1
H -1.4795 -3.5279 2.0812 -0.2 1.8 0.2
C 0.9571 1.8942 1.8997 0.3 -2.2 -0.4
C 1.3552 4.0700 0.2797 0.1 2.5 -0.1
C 0.6897 -0.3376 -4.1243 -0.3 -0.9 0.0
F 0.8660 0.8101 2.7162 -0.1 0.7 -0.7
H 1.4512 -1.7050 2.0083 0.6 0.1 -0.5
F 1.5197 5.2081 -0.4250 -0.1 -0.6 -0.3
C -5.3581 0.2641 -3.2040 -0.8 0.4 -1.6
C 1.0142 1.7043 0.4998 0.0 1.7 -0.2
H -3.5925 0.2965 2.0946 0.6 -0.4 0.0
C 2.1449 -0.9516 0.0453 0.8 -1.5 0.0
C 1.0405 3.1045 2.4695 0.4 4.1 0.2
C -1.7868 0.1613 0.8995 0.5 -1.0 1.4
H 1.3648 -1.2346 -4.2112 -0.3 1.2 0.7
H 4.8534 -2.3156 -1.7010 -1.4 0.2 0.7
C 4.0196 -2.1820 -0.9499 1.0 -1.1 0.9
N -5.3183 0.1308 0.3145 1.5 0.7 -3.3
C -2.7210 -0.3327 1.8529 0.1 0.7 -0.9
N -5.9222 0.1991 -4.2210 0.5 -0.2 1.4
H -0.0580 -0.5100 -4.9269 0.1 0.5 0.7
C -0.6942 -2.0049 0.7904 -0.6 -0.2 2.4
F 0.9307 3.3442 3.7894 0.1 -0.7 -0.9
H 0.0240 -2.7172 0.3981 -0.1 0.2 0.0
C -4.5127 0.5128 -2.0978 0.3 0.0 -0.8
H 4.7961 -3.8377 0.1791 -0.8 0.4 0.4
C -1.5247 -2.4034 1.8730 -0.7 -2.2 -1.4
C -2.5792 -1.6129 2.3812 0.7 -0.5 -0.6
C 3.1547 -1.1162 -0.9655 -1.5 0.9 -0.2
C 1.2083 2.8438 -0.3377 -0.6 -1.1 1.0
C 2.1828 -1.8053 1.1899 0.4 1.1 -0.8
C 4.0005 -3.0656 0.1835 1.2 1.1 -0.8
C 3.2084 -2.7565 1.2865 -0.2 0.1 0.5
Br 1.0160 2.8382 -2.2476 0.4 0.5 0.8
```
Positions in Å, forces in eV/Å.

Summary:
Multiplicity: 1
LUMO in hartree: -0.054
Total charge: 0
Molecular weight in g mol⁻¹: 586.96
Gap between HOMO and LUMO in eV: 5.23